# 1
13
Properties=species:S:1:pos:R:3:forces:R:3 method="wB97M-V/def2-TZVPD" smiles="O=[N+]([O-])N(CF)OC(F)F" lumo_energy_ev=0.05 de_lowest_ev=0.000
C -0.0629 1.6611 -0.1713 3.27 -1.39 0.74
F 1.6829 -2.4524 0.3436 0.47 0.13 1.25
H -0.8698 2.2006 0.1183 -2.81 1.79 0.11
O 0.7556 -0.4868 0.7445 0.32 0.71 0.67
H 0.3703 -1.7787 -0.8717 -0.70 0.68 0.41
N -1.6723 -0.2302 0.6059 5.07 -0.41 0.83
F 0.1440 1.5838 -1.5063 -0.56 -0.26 -1.17
N -0.2752 0.3889 0.4701 -0.10 -0.25 -0.33
H 0.8416 2.2335 0.1681 -0.63 -1.15 0.51
C 1.1465 -1.3722 -0.2151 -0.92 -1.71 -3.00
F 2.0698 -0.9302 -1.1199 0.21 0.96 0.82
O -2.5238 0.5326 0.4376 -2.73 1.49 -0.65
O -1.6067 -1.3501 0.9962 -0.90 -0.60 -0.19

# 2
10
Properties=species:S:1:pos:R:3:forces:R:3 method="wB97M-V/def2-TZVPD" lumo_energy_ev=4.32 total_charge=-1 de_lowest_ev=1.746
C 0.4979 -0.8880 -0.8293 0.70 1.60 1.98
F 1.6258 -1.5445 -0.4458 1.25 -0.62 0.91
H 0.5927 -0.3193 1.4421 -0.79 1.66 -1.47
H -1.7996 0.5534 1.2128 1.50 0.69 -1.30
F 0.7129 -0.7743 -2.1370 -0.33 0.97 -1.57
N -0.9993 1.0646 0.7134 0.75 -2.64 2.28
O -1.3093 2.0179 -0.1680 -0.29 0.43 -0.62
H 0.8817 1.2493 0.3076 1.03 -0.24 -0.15
C 0.2548 0.4280 0.6053 -2.12 -0.75 -0.23
F -0.4576 -1.7870 -0.7011 -1.70 -1.11 0.17

# 3
13
Properties=species:S:1:pos:R:3:forces:R:3 method="wB97M-V/def2-TZVPD" lumo_energy_ev="3.89 / 2.02" total_charge=-1 de_lowest_ev=0.979 spin_multiplicity=3
N 0.6616 0.4621 -0.3249 -0.18 -1.23 -0.84
C 0.4199 -1.1561 1.5277 -0.04 1.01 2.43
F -0.5727 -0.6641 2.3216 0.37 0.32 -0.41
S -0.0543 -0.3819 -1.6158 3.15 0.61 -2.80
H -0.0245 1.8155 1.0609 0.19 0.12 0.55
H -0.0701 2.3564 -0.6241 -0.34 -0.53 0.42
F 0.0738 -2.3445 1.2154 0.29 -1.67 -0.43
C -0.2218 1.4724 0.0595 -1.27 1.40 -0.41
F 1.5599 -1.0894 2.2679 -0.58 -0.42 -0.73
O 0.2748 -1.8012 -1.6095 0.37 0.74 0.55
O -1.4710 -0.1665 -1.5249 -1.18 0.21 -0.44
H -1.2887 1.1043 -0.0652 1.10 0.84 0.36
O 0.7131 0.3929 -2.6885 -1.88 -1.41 1.75

# 4
12
Properties=species:S:1:pos:R:3:forces:R:3 method="wB97M-V/def2-TZVPD" smiles="CS(=O)(=O)OC(F)(F)F" lumo_energy_ev=0.47 de_lowest_ev=0.000
H -0.1915 1.7474 -0.5638 -0.18 0.00 -0.02
O 1.5359 -0.4479 1.5913 -0.04 -0.49 -0.44
F -1.7489 -2.3269 -0.7071 -0.08 -0.06 0.61
C 0.7178 1.2743 -0.2212 -0.15 -0.33 0.47
O -0.3610 0.9690 2.1894 -0.41 0.14 -0.11
O -0.8114 -0.8493 0.6049 0.45 0.82 2.02
F -1.4221 -0.3542 -1.4652 -0.17 0.33 0.16
C -0.9314 -1.2880 -0.6173 0.30 -0.34 -2.43
S 0.3692 0.2587 1.2083 -0.17 0.12 -0.50
H 1.4251 2.0164 0.1316 0.09 0.07 0.15
F 0.2422 -1.6568 -1.1704 0.33 -0.13 0.21
H 1.1762 0.6573 -0.9806 0.04 -0.14 -0.14

# 5
10
Properties=species:S:1:pos:R:3:forces:R:3 method="wB97M-V/def2-TZVPD" lumo_energy_ev=-0.32 de_lowest_ev=2.580
C 0.2721 -0.3241 -0.4151 -1.47 0.54 1.42
I 3.3415 0.0053 -0.1112 -0.50 0.19 0.18
F -0.3348 -1.2851 0.3705 0.28 -0.96 -0.30
H 0.6698 -0.7244 -1.3056 -0.14 -0.92 -1.18
N -0.7022 0.7300 -0.5493 2.98 0.08 -0.40
C 1.3238 0.4022 0.3491 -0.10 -0.94 4.55
N 0.9059 1.7768 0.5022 0.35 -0.69 -0.63
N -0.2372 1.8362 0.0348 -1.33 2.12 0.27
H -1.6706 0.6424 -0.6119 -1.52 -0.32 -0.24
H 0.8767 -0.1030 1.9303 1.45 0.92 -3.67

# 6
9
Properties=species:S:1:pos:R:3:forces:R:3 method="wB97M-V/def2-TZVPD" lumo_energy_ev=-5.83 total_charge=+1 de_lowest_ev=2.270
H -0.8621 0.9981 0.1218 -0.45 0.07 -0.32
C -2.4705 0.7976 -1.1201 -3.14 -2.56 4.77
F -2.9181 -0.4321 -0.4396 2.88 0.88 -1.53
O -1.0986 2.7145 -1.0451 -0.45 -1.27 0.61
C -1.1216 1.4021 -0.8937 1.30 -0.73 -1.01
H -0.4826 0.7900 -1.5827 0.24 0.24 0.32
H -4.2263 0.6016 -0.6799 1.64 2.66 -1.89
Li -0.8526 3.6850 -2.2911 0.31 1.30 -0.95
O -3.5646 1.3700 -1.1740 -2.34 -0.58 0.01

# 7
7
Properties=species:S:1:pos:R:3:forces:R:3 method="wB97M-V/def2-TZVPD" smiles=[NH3+]C#CF lumo_energy_ev=-4.91 total_charge=+1 de_lowest_ev=2.777
H -0.6984 -0.1469 1.4843 -2.17 0.93 2.68
C 0.0542 0.3196 -0.2225 0.90 0.78 -1.59
C 0.4519 0.9965 -1.1368 -0.15 3.38 -3.93
F 0.6624 1.9531 -2.3171 -0.82 -4.58 5.68
H 0.6266 -1.0498 1.1413 -1.08 0.23 -0.22
H -0.8114 -1.4246 0.2717 0.15 0.99 1.37
N -0.2852 -0.6480 0.7791 3.17 -1.73 -3.99

# 8
10
Properties=species:S:1:pos:R:3:forces:R:3 method="wB97M-V/def2-TZVPD" lumo_energy_ev=0.36 de_lowest_ev=4.013
N 0.6082 0.2128 -0.0346 0.98 -0.70 -0.80
C -0.4873 -0.6271 -0.0646 3.08 0.83 0.32
N -0.9901 1.4565 0.1822 2.15 3.78 -0.88
H 2.4315 0.1424 -0.7861 1.02 1.05 -0.34
H -2.5101 0.2587 0.1815 -1.00 -1.10 -0.12
C -1.4669 0.2309 0.0370 -3.08 1.72 1.05
F -0.3270 -1.9162 -0.0028 -0.12 -0.42 -0.37
N 0.3611 1.5464 0.0574 -3.79 -3.65 0.77
N 1.8021 -0.3569 -0.2250 2.25 -3.72 5.23
H 2.2787 -0.7904 0.9368 -1.49 2.19 -4.85

# 9
7
Properties=species:S:1:pos:R:3:forces:R:3 method="wB97M-V/def2-TZVPD" smiles="CC(=O)F" lumo_energy_ev=0.66 de_lowest_ev=1.076
C 0.1540 0.5689 0.3048 -0.57 1.39 0.73
C -0.2071 -0.5498 -0.5882 2.91 -2.07 3.20
H 0.0718 1.5315 -0.3550 0.57 -1.65 1.53
O -0.5670 -0.6737 -1.6638 -0.84 -0.56 -1.23
H 1.0958 0.4236 0.9989 -1.94 0.24 -1.94
H -0.7488 0.5527 0.9840 0.96 0.40 -0.31
F 0.2013 -1.8532 0.3193 -1.10 2.25 -1.98

# 10
8
Properties=species:S:1:pos:R:3:forces:R:3 method="wB97M-V/def2-TZVPD" lumo_energy_ev="-11.88 / -16.26" total_charge=+2 spin_multiplicity=2
H -3.1718 0.6919 1.2999 0.09 -0.09 0.01
H -3.1598 0.9444 -0.6937 -0.02 -0.91 -2.83
P -2.3128 -2.2485 2.7927 -0.71 0.28 0.85
O -2.3138 -1.4155 1.4853 -1.18 2.87 -2.13
F -3.4158 -1.6710 3.7131 0.82 -0.29 -0.91
C -2.8800 -0.0799 0.5839 1.07 -4.40 5.94
H -2.5118 -0.9264 -1.4385 -0.43 0.10 -0.39
C -2.9124 -0.1924 -0.7394 0.36 2.44 -0.54

# 11
8
Properties=species:S:1:pos:R:3:forces:R:3 method="wB97M-V/def2-TZVPD" lumo_energy_ev="-4.98 / -4.97" total_charge=+1 de_lowest_ev=0.000 spin_multiplicity=2
C -0.1914 -0.8770 0.0069 1.67 -1.95 -0.01
F 0.6031 1.3077 -0.0155 -0.65 -0.14 0.05
O 1.0013 -1.2486 -0.0222 -2.53 0.50 0.13
H -1.2303 0.8242 -0.8241 0.47 -0.31 -0.40
Yb 2.7815 0.1963 -0.1237 0.87 0.29 -0.03
C -0.5593 0.5147 -0.0159 -2.97 2.99 2.75
H -1.0057 -1.6175 0.0279 0.17 0.10 0.01
H -1.3992 0.9003 0.9665 2.98 -1.48 -2.49

# 12
8
Properties=species:S:1:pos:R:3:forces:R:3 method="wB97M-V/def2-TZVPD" lumo_energy_ev=-0.15 de_lowest_ev=4.113
H -2.4672 -0.9640 1.0027 0.24 0.68 0.68
S -1.8265 1.1650 -0.6233 0.25 -0.34 -0.18
F 3.8890 0.1805 -1.2317 -1.57 -0.26 1.28
H 1.3221 0.6054 1.1435 0.13 0.26 0.16
C 2.1834 0.5797 0.5201 -2.07 -0.10 1.50
H -2.9683 -1.5865 -0.5021 0.01 1.78 -0.54
C 2.9136 0.2412 -0.3377 3.50 0.11 -2.96
S -3.0461 -0.2212 0.0284 -0.49 -2.12 0.07